{
  "formula": "C4H3LiO2",
  "method": "the ωB97M-V functional and the def2-TZVPD basis",
  "species": ["H", "O", "C", "C", "C", "C", "O", "Li", "H", "H"],
  "coordinates": [[1.9993, -1.5020, -0.5389], [-2.8320, -0.5456, -0.4669], [-1.8118, 0.0023, -0.0884], [-0.8976, 0.8172, 0.3593], [0.4573, 0.5262, 0.6593], [1.5508, 0.0178, 0.4999], [2.4214, -0.6421, -0.1979], [3.7757, 0.3168, -0.6764], [-3.4511, -0.8580, 0.2332], [-1.2120, 1.8676, 0.2168]],
  "energy_ha": -311.40984,
  "total_charge": 2,
  "e_homo_ev": -18.3232
}

***

{
  "formula": "C4H3LiO2Rh",
  "method": "the ωB97M-V functional and the def2-TZVPD basis",
  "species": ["Rh", "O", "C", "H", "H", "C", "C", "C", "O", "Li", "H"],
  "coordinates": [[3.4624, 0.8440, -0.4585], [1.8385, 0.0666, -0.8264], [0.6144, 0.3707, -0.3680], [0.7748, -0.7039, 1.4616], [0.0301, 1.0762, -0.9743], [-1.3074, -0.0927, 1.1172], [0.1250, -0.1224, 0.7961], [-2.2108, -0.2329, 0.1553], [-2.9585, -0.5285, -0.6912], [1.3120, -0.9117, -2.3021], [-1.6805, 0.2346, 2.0902]],
  "energy_ha": -421.88682,
  "total_charge": 2,
  "e_homo_ev": [-14.5411, -19.2885],
  "multiplicity": 6
}

***

{
  "formula": "C4H3LiO2Sn",
  "method": "the ωB97M-V functional and the def2-TZVPD basis",
  "species": ["H", "C", "C", "C", "C", "O", "O", "Sn", "H", "H", "Li"],
  "coordinates": [[-0.0643, -1.4544, 2.6636], [0.3069, 1.4230, -0.9999], [-0.6883, 0.4312, -0.6338], [-0.3412, -0.5472, 0.1993], [0.1692, -1.4106, 1.0374], [0.7935, -2.4664, 1.1703], [0.1113, 2.3250, -1.8209], [-1.0242, 3.2582, -2.7642], [1.3214, 1.3034, -0.5848], [-1.6745, 0.4939, -1.1100], [1.0902, -3.3561, 2.8429]],
  "energy_ha": -525.69124,
  "total_charge": 2,
  "e_homo_ev": [-15.3669, -15.7572]
}

***

{
  "formula": "C4H3LiO4",
  "method": "the ωB97M-V functional and the def2-TZVPD basis",
  "species": ["C", "C", "H", "O", "C", "O", "Li", "O", "C", "O", "H", "H"],
  "coordinates": [[1.1883, 0.1689, -0.2916], [0.2054, 1.0420, -0.0937], [2.1665, 0.5832, -0.5337], [-1.0852, 0.6085, 0.1662], [-2.0753, 1.4412, -0.0579], [-2.7082, 2.0196, 0.7623], [-3.7007, 2.9482, 1.0776], [0.1759, -1.9110, 0.4870], [1.1538, -1.3164, -0.1937], [2.0045, -1.9896, -0.7284], [-0.6394, -1.3906, 0.5133], [0.2420, 2.1177, -0.3317]],
  "energy_ha": -462.36131,
  "total_charge": 1,
  "e_homo_ev": [-13.8067, -13.7949],
  "multiplicity": 2
}

***

{
  "formula": "C4H3LiOPm",
  "method": "the ωB97M-V functional and the def2-TZVPD basis",
  "species": ["C", "C", "H", "H", "Pm", "C", "C", "O", "H", "Li"],
  "coordinates": [[1.6181, -0.6778, 0.7906], [1.0951, 0.0034, -0.2343], [2.4410, -1.3888, 0.6494], [1.4618, -0.0258, -1.2720], [0.3541, 0.5341, 2.3725], [-0.2847, 1.0497, -0.0932], [-1.5685, 0.6344, -0.2558], [-2.2060, -0.4016, -0.4056], [-0.0734, 2.1089, -0.2708], [-2.8376, -1.8365, -1.2808]],
  "energy_ha": -844.60935,
  "total_charge": 2,
  "e_homo_ev": [-14.8487, -16.6980],
  "multiplicity": 6
}

***

{
  "formula": "C4H3N",
  "method": "the ωB97M-V functional and the def2-TZVPD basis",
  "species": ["C", "C", "C", "C", "N", "H", "H", "H"],
  "coordinates": [[-1.6821, 1.0300, -0.3735], [-0.4252, 0.7977, -0.1043], [0.7863, 0.4541, 0.1446], [1.5250, -0.5946, 0.3362], [2.3238, -1.5007, 0.5296], [-2.4072, 1.1641, 0.4230], [-2.0181, 1.0723, -1.4046], [1.8974, -2.4228, 0.4490]],
  "energy_ha": -208.84563,
  "e_homo_ev": [-8.6275, -8.6272],
  "smiles": "C=C=C=C=N"
}

***

{
  "formula": "C4H3N",
  "method": "the ωB97M-V functional and the def2-TZVPD basis",
  "species": ["C", "C", "C", "C", "N", "H", "H", "H"],
  "coordinates": [[-0.9482, 0.0333, -0.1374], [0.5291, 0.3707, -0.1827], [1.0130, 1.5800, -0.3828], [1.5408, -0.6325, -0.0060], [2.3583, -1.4407, 0.1359], [-1.5514, 0.9309, -0.2929], [-1.1988, -0.3975, 0.8356], [-1.1851, -0.6928, -0.9196]],
  "energy_ha": -208.81867,
  "e_homo_ev": -10.7898
}

***

{
  "formula": "C4H3N",
  "method": "the ωB97M-V functional and the def2-TZVPD basis",
  "species": ["C", "C", "C", "H", "H", "C", "N", "H"],
  "coordinates": [[-0.6700, -0.8244, 0.1228], [0.5599, -1.5932, 0.0772], [-0.3786, -1.9393, 0.9823], [1.4623, -1.9879, -0.2405], [-0.7004, -2.7399, 1.6840], [-0.1225, 3.0013, -0.9390], [0.3690, 2.1814, -0.3033], [-0.5196, 3.9021, -1.3835]],
  "energy_ha": -208.77642,
  "e_homo_ev": -8.7787,
  "smiles": "C1=CC=1.C#N"
}

***

{
  "formula": "C4H3N",
  "method": "the ωB97M-V functional and the def2-TZVPD basis",
  "species": ["C", "C", "C", "C", "N", "H", "H", "H"],
  "coordinates": [[-1.1608, 0.0992, -0.1429], [0.1747, 0.6211, -0.2284], [1.3736, 0.8742, -0.2633], [2.0859, -0.3279, -0.0570], [2.5360, -1.3825, 0.1207], [-1.8734, 0.9055, -0.2965], [-1.2999, -0.3545, 0.8435], [-1.2889, -0.6716, -0.9094]],
  "energy_ha": -208.84984,
  "e_homo_ev": -10.3414,
  "smiles": "CC#CC#N"
}

***

{
  "formula": "C4H3N3",
  "method": "the ωB97M-V functional and the def2-TZVPD basis",
  "species": ["C", "C", "C", "C", "N", "N", "N", "H", "H", "H"],
  "coordinates": [[0.0601, 1.3478, 0.1227], [0.0968, -1.3485, -0.1403], [1.1617, 0.6604, 0.3692], [1.1779, -0.6392, -0.4119], [-1.0871, 1.1282, -0.3798], [-1.0406, -1.1397, 0.3911], [-1.6969, -0.0239, -0.0021], [2.0014, 0.9808, 0.9613], [2.0349, -0.9401, -0.9885], [-2.7081, -0.0258, 0.0782]],
  "energy_ha": -318.26540,
  "e_homo_ev": -8.4285
}

***

{
  "formula": "C4H3N3",
  "method": "the ωB97M-V functional and the def2-TZVPD basis",
  "species": ["C", "C", "C", "N", "C", "N", "N", "H", "H", "H"],
  "coordinates": [[0.8610, -2.7667, 0.6382], [0.6088, -1.6320, 0.3177], [0.1477, -0.3134, 0.0217], [-1.1735, 0.0332, -0.0735], [-1.1473, 1.3279, -0.2764], [0.1236, 1.7481, -0.3256], [0.9635, 0.7236, -0.1504], [1.1229, -3.7733, 0.8357], [-1.9771, 1.9862, -0.4528], [0.4704, 2.6664, -0.5346]],
  "energy_ha": -318.42066,
  "e_homo_ev": -9.5000,
  "smiles": "C#Cc1nc[nH]n1"
}

***

{
  "formula": "C4H3N3",
  "method": "the ωB97M-V functional and the def2-TZVPD basis",
  "species": ["H", "N", "C", "C", "N", "N", "C", "C", "H", "H"],
  "coordinates": [[1.3084, 1.7413, -0.8152], [0.4610, 1.3048, -0.4765], [0.6667, 0.1572, 0.0411], [2.0056, -0.4147, 0.1815], [3.0907, -0.7936, 0.2414], [-0.3971, -0.4607, 0.6985], [-1.5724, -1.0247, 0.0436], [-1.6881, 0.2400, 0.1637], [-1.9334, -2.0252, -0.0812], [-1.9413, 1.2755, 0.0031]],
  "energy_ha": -318.32325,
  "e_homo_ev": [-9.2765, -9.2768],
  "smiles": "[H]/N=C(\\C#N)N1C=C1"
}

***

{
  "formula": "C4H3N3O",
  "method": "the ωB97M-V functional and the def2-TZVPD basis",
  "species": ["O", "C", "C", "N", "C", "C", "N", "N", "H", "H", "H"],
  "coordinates": [[2.0443, 0.4081, 0.4608], [1.1052, -0.1282, 0.0230], [0.4458, -1.2759, 0.7539], [-0.7841, -1.1136, 1.0630], [-1.3868, 0.0556, 0.6831], [-1.5440, 0.7951, -0.4798], [-0.5657, 0.6399, -1.4644], [0.6514, 0.4835, -1.2446], [1.3911, -2.0127, 1.1295], [-2.2839, 0.2831, 1.3284], [-2.2938, 1.7164, -0.5044]],
  "energy_ha": -393.55781,
  "e_homo_ev": -9.1675,
  "smiles": "O=c1cnccnn1"
}

***

{
  "formula": "C4H3N3O4S",
  "method": "the ωB97M-V functional and the def2-TZVPD basis",
  "species": ["C", "C", "C", "C", "N", "N", "N", "O", "O", "O", "O", "S", "H", "H", "H"],
  "coordinates": [[2.4759, 0.2303, -0.9623], [1.1903, -0.3666, -0.7269], [2.7573, 1.1901, 0.0166], [0.5493, 0.1570, 0.2946], [-0.7389, -0.0245, 0.7291], [-1.3130, -1.1721, 0.8261], [-3.2465, 0.0460, 0.2338], [-0.9084, -2.2813, 0.6834], [-2.6974, 0.0842, -0.7935], [-2.6756, -0.9546, 1.0971], [-4.0604, 0.7279, 0.7201], [1.4596, 1.4337, 1.1112], [3.0033, 0.0777, -1.9016], [0.5221, -0.8685, -1.4352], [3.6825, 1.7208, 0.1075]],
  "energy_ha": -1017.32639,
  "e_homo_ev": [-8.8510, -8.8515]
}

***

{
  "formula": "C4H3N3S",
  "method": "the ωB97M-V functional and the def2-TZVPD basis",
  "species": ["H", "N", "C", "N", "C", "C", "N", "C", "S", "H", "H"],
  "coordinates": [[-2.1369, 1.8549, 0.3752], [-1.1770, 1.9989, 0.1040], [-0.4607, 0.9421, -0.1219], [0.9148, 1.0989, -0.0249], [1.6006, 0.0202, -0.2654], [1.0750, -1.3789, -0.1075], [-0.2769, -1.5656, 0.2344], [-1.1240, -0.4499, -0.0334], [-2.8820, -0.5124, -0.1581], [2.7460, 0.2627, -0.3212], [1.7212, -2.2709, 0.3188]],
  "energy_ha": -716.54752,
  "e_homo_ev": -9.3367,
  "smiles": "[H]/N=C1/N=CC=NC1=S"
}

***

{
  "formula": "C4H3N3S",
  "method": "the ωB97M-V functional and the def2-TZVPD basis",
  "species": ["H", "N", "C", "N", "C", "C", "N", "C", "S", "H", "H"],
  "coordinates": [[-2.0588, -1.6634, -0.9233], [-1.2720, -1.2493, -1.5402], [-0.5456, -0.5519, -0.7758], [0.4663, 0.2311, -1.4223], [1.2455, 0.8303, -0.5641], [0.9313, 0.9289, 0.8925], [0.0601, 0.3439, 1.5099], [-0.7145, -0.5400, 0.7628], [-1.8047, -1.4422, 1.4258], [2.2043, 1.3752, -0.8350], [1.4881, 1.7375, 1.4698]],
  "energy_ha": -716.59551,
  "e_homo_ev": -9.5017,
  "smiles": "[H]/N=C1/N=CC=NC1=S"
}

***

{
  "formula": "C4H3NO",
  "method": "the ωB97M-V functional and the def2-TZVPD basis",
  "species": ["C", "C", "C", "C", "N", "O", "H", "H", "H"],
  "coordinates": [[-1.3533, -0.5728, -0.6397], [1.6670, -0.3695, -0.2214], [-0.1996, -0.2789, 0.3081], [-1.0745, 0.8683, 0.2789], [-2.2325, 0.2233, -0.0914], [2.3621, 0.5762, -0.1304], [1.8920, -1.3577, -0.6113], [-0.2191, -0.9602, 1.1446], [-0.8421, 1.8712, -0.0374]],
  "energy_ha": -283.99835,
  "e_homo_ev": [-9.0652, -9.0648]
}

***

{
  "formula": "C4H3NO",
  "method": "the ωB97M-V functional and the def2-TZVPD basis",
  "species": ["C", "C", "C", "C", "N", "O", "H", "H", "H"],
  "coordinates": [[-0.0401, 0.3256, 0.1521], [-0.2539, 1.5120, -0.3839], [-0.4123, -0.8396, -0.5771], [-1.3725, 0.3160, -2.0417], [0.0248, -1.9615, -0.1435], [-1.1172, 1.3898, -1.5648], [0.5513, 0.4148, 1.0475], [-0.1184, 2.5294, -0.2997], [-0.1185, -2.8335, -0.6418]],
  "energy_ha": -284.00505,
  "e_homo_ev": -8.0242
}

***

{
  "formula": "C4H3NO",
  "method": "the ωB97M-V functional and the def2-TZVPD basis",
  "species": ["C", "C", "C", "C", "N", "O", "H", "H", "H"],
  "coordinates": [[0.3411, -1.0729, -0.0190], [-0.5446, 0.4517, 0.2242], [-2.9614, 0.0178, -0.4005], [0.7226, 0.1135, -0.3217], [-1.8236, 0.2190, -0.2608], [1.7762, 0.8711, -0.5355], [0.5697, -2.0164, 0.4859], [-0.6591, 1.0905, 1.1614], [2.5790, 0.3256, -0.3340]],
  "energy_ha": -284.03440,
  "e_homo_ev": -9.3872
}

***

{
  "formula": "C4H3NO",
  "method": "the ωB97M-V functional and the def2-TZVPD basis",
  "species": ["N", "C", "C", "C", "C", "O", "H", "H", "H"],
  "coordinates": [[-1.6447, -1.8851, -2.0387], [-1.2125, -0.9827, -1.4802], [-0.6934, 0.1435, -0.8116], [0.1597, 0.0372, 0.1902], [1.0117, 0.5600, 1.2230], [0.8290, -0.8371, 0.9361], [-1.0229, 1.1138, -1.1511], [1.9882, 0.9555, 0.9720], [0.5850, 0.8949, 2.1603]],
  "energy_ha": -284.12858,
  "e_homo_ev": -9.9223,
  "smiles": "N#C/C=C1/CO1"
}